1.
A structure of composition C8H27AgN9O5, computed with ωB97M-V/def2-TZVPD.

Values from the calculation:
E_LUMO ... -1.856 eV
Highest occupied orbital energy ... -10.79 eV
Orbital gap ... 0.3285 Ha

```
! RIJCOSX wB97M-V def2-TZVPD def2/J DEFGRID3
* xyz 1 1
Ag -0.2647 0.1771 0.1619
C -4.0351 0.0911 2.8551
C -2.7800 -0.3485 2.1338
C -3.0877 -1.2551 0.9538
O -1.9104 -1.7335 0.3372
C -2.2432 -2.5456 -0.7872
N -1.9779 0.8119 1.6374
H -4.5966 -0.7820 3.2060
H -4.7256 0.6775 2.2498
H -3.7602 0.6548 3.7473
H -2.0914 -0.8830 2.7930
H -3.7105 -0.7039 0.2366
H -3.6677 -2.1102 1.3273
H -2.8742 -2.0258 -1.5114
H -2.8247 -3.4107 -0.4420
H -1.2920 -2.8760 -1.1921
H -2.6059 1.4458 1.1447
H -1.7100 1.3422 2.4634
C 2.4258 -1.6276 -1.4365
O 1.6755 -0.6479 -1.5339
N 2.5845 -2.2787 -0.2619
N 3.1349 -2.1034 -2.4959
H 3.0925 -3.1396 -0.1831
H 2.1721 -1.8428 0.5543
H 3.7101 -2.9246 -2.4523
H 2.9244 -1.7300 -3.4034
C -1.2557 0.6827 -3.1808
O -1.5530 0.8254 -2.0018
N -0.1032 0.0838 -3.5994
N -2.0680 1.1405 -4.1809
H 0.1889 0.3097 -4.5333
H 0.5642 -0.1996 -2.8949
H -2.0301 0.7113 -5.0881
H -2.9318 1.5490 -3.8746
C 2.4249 -0.1717 2.7004
O 1.5650 -0.3356 1.8316
N 3.6549 0.3315 2.4003
N 2.2185 -0.4751 4.0091
H 3.8986 0.5215 1.4454
H 4.3874 0.3439 3.0867
H 1.3156 -0.7894 4.3090
H 2.9441 -0.2746 4.6720
C 1.4594 2.9776 -0.5374
O 0.4027 2.4231 -0.2353
N 2.4064 2.3278 -1.2753
N 1.7779 4.2249 -0.1036
H 2.1619 1.3931 -1.5711
H 3.1678 2.8270 -1.6957
H 2.6548 4.6500 -0.3420
H 1.1869 4.6915 0.5578
*
```

Atom charges from the natural (NBO) analysis, given in e for atoms 1 to 4:
1 Ag 0.90
2 C -0.63
3 C -0.07
4 C -0.07

2.
A structure of composition C8H27FN9O5, computed with ωB97M-V/def2-TZVPD.

Values from the calculation:
E_LUMO ... 3.161 eV
Highest occupied orbital energy ... -4.72 eV
Orbital gap ... 0.2897 Ha

```
! RIJCOSX wB97M-V def2-TZVPD def2/J DEFGRID3
* xyz -1 1
F 0.5126 -1.0805 -0.3278
C -1.0373 -2.1794 1.7303
O -1.8620 -2.4075 2.6181
N -0.8312 -0.9877 1.3629
N -0.1092 -2.9723 1.2165
H -0.2021 -0.8345 0.5877
H -1.5097 -0.2966 1.6494
H 0.1320 -3.8506 1.6530
H 0.4332 -2.6270 0.4377
C -1.6200 -1.5139 -1.6125
O -0.6506 -1.9020 -2.1925
N -1.4788 -0.8431 -0.4937
N -2.8701 -1.4801 -2.0272
H -0.5446 -0.8982 -0.1139
H -2.2254 -0.6636 0.1624
H -3.2649 -1.6441 -2.9423
H -3.4120 -0.9516 -1.3584
C 2.1154 -2.8150 0.5655
O 1.4840 -3.3830 -0.2670
N 2.2080 -1.5191 0.7138
N 2.8304 -3.4913 1.4328
H 2.6907 -1.1505 1.5208
H 1.4608 -1.0208 0.2518
H 2.6850 -4.4708 1.6317
H 3.4469 -2.9595 2.0305
C -0.0042 1.3959 -2.7476
O -0.8969 2.1172 -3.1744
N 1.2187 1.4321 -3.1168
N -0.1336 0.6052 -1.7323
H 1.4989 1.9693 -3.9249
H 1.7632 0.6112 -2.8939
H 0.5556 0.2023 -1.1137
H -1.0789 0.4560 -1.4095
C -0.0555 2.2122 2.6578
C -0.1042 1.3041 1.3559
C 0.0711 2.3225 0.1600
O -1.0456 3.1764 -0.1084
C -0.8393 4.1131 -1.1638
N 1.0921 0.4508 1.2815
H 0.0005 1.6929 3.6145
H -0.8710 2.9302 2.7440
H 0.7995 2.8652 2.8330
H -1.0207 0.7175 1.2926
H 0.1526 1.8332 -0.8106
H 0.9897 2.9092 0.1626
H -1.1966 3.6118 -2.0634
H 0.1706 4.4998 -1.3003
H -1.5689 4.9162 -1.0599
H 1.0715 -0.0448 0.4017
H 1.0504 -0.3569 1.8863
*
```

Atom charges from the natural (NBO) analysis, given in e for atoms 1 to 4:
1 F -0.48
2 C 0.76
3 O -0.76
4 N -0.80

3.
A cluster of 16 separate species, C8H28B2O30 in total, computed with ωB97M-V/def2-TZVPD.

Values from the calculation:
E_LUMO ... 4.191 eV
Highest occupied orbital energy ... -5.60 eV
Orbital gap ... 0.3599 Ha

```
! RIJCOSX wB97M-V def2-TZVPD def2/J DEFGRID3
* xyz -2 1
O 3.0248 -2.0718 2.0822
C 3.1753 -0.8801 2.0384
O 3.6433 -0.2139 1.0181
B 3.5429 1.2359 1.2556
O 2.9405 1.3618 2.5872
C 2.8032 0.1477 3.1217
O 2.4270 -0.0916 4.2299
O 2.8041 1.9080 0.1725
C 3.5608 2.8392 -0.3899
O 3.2240 3.5985 -1.2450
C 4.9693 2.7261 0.2220
O 4.9234 1.7823 1.1266
O 5.9105 3.3899 -0.0960
O -2.2157 0.2209 -1.8154
C -1.4615 0.0944 -0.8898
O -1.7208 -0.6040 0.1996
B -0.4760 -0.8768 0.9408
O 0.5709 -0.1507 0.2111
C 0.0673 0.3983 -0.8826
O 0.7249 1.0002 -1.6919
O -0.5336 -0.4770 2.3576
C -0.4013 -1.5370 3.1297
O -0.5554 -1.5446 4.3140
C -0.1166 -2.7627 2.2291
O -0.2385 -2.3453 0.9969
O 0.1354 -3.8762 2.6010
O -1.3210 -5.7128 4.1368
H -1.6390 -6.3460 3.4872
H -0.7602 -5.0921 3.6212
O -2.8917 1.7207 -5.2236
H -3.3433 1.2286 -4.5145
H -2.4058 1.0507 -5.7122
O 3.2364 -0.4787 -2.2109
H 2.5495 0.0267 -1.7444
H 3.8938 0.1849 -2.4440
O -1.3314 -2.3909 -2.9395
H -0.9772 -3.1193 -2.4170
H -0.5795 -2.0729 -3.4697
O 1.6039 1.6564 -4.4194
H 1.0474 2.1736 -3.8125
H 1.6311 2.1768 -5.2277
O -4.2407 -1.8799 -0.8063
H -3.3296 -1.5885 -0.9475
H -4.5575 -1.3213 -0.0903
O -2.1227 2.3607 2.4003
H -1.2947 2.7247 2.0431
H -1.8149 1.6930 3.0386
O -4.6381 1.3741 -2.9514
H -4.8719 1.8560 -2.1529
H -3.9056 0.7896 -2.6637
O -1.3363 1.2355 4.9727
H -1.3566 1.3648 5.9249
H -0.6799 0.5280 4.8379
O 0.5361 3.0866 1.6344
H 1.2192 2.4039 1.6347
H 0.7146 3.6123 2.4231
O 1.2085 -1.1717 -4.0989
H 1.1498 -0.1970 -4.0345
H 2.0763 -1.3866 -3.7236
O -3.4730 -1.4044 -4.4403
H -2.9442 -1.4666 -5.2409
H -2.8907 -1.7660 -3.7366
O 0.2894 -2.5078 6.8065
H -0.0344 -2.3152 5.8997
H -0.5096 -2.6390 7.3245
O -0.6702 3.0921 -3.1131
H -1.6204 2.9568 -3.1975
H -0.3444 2.2887 -2.6760
*
```

Atom charges from the natural (NBO) analysis, given in e for atoms 1 to 4:
1 O -0.56
2 C 0.68
3 O -0.64
4 B 1.18

4.
A structure of composition C8H28Ba4O8, computed with ωB97M-V/def2-TZVPD.

Values from the calculation:
E_LUMO ... -15.915 eV
Highest occupied orbital energy ... -17.29 eV
Orbital gap ... 0.0507 Ha

```
! RIJCOSX wB97M-V def2-TZVPD def2/J DEFGRID3
* xyz 6 1
Ba 3.8500 -5.2009 -9.1357
Ba 2.4059 -6.4179 -16.3311
Ba 0.8432 -11.6011 -11.5343
Ba 2.4805 0.5624 -14.3253
O -0.9598 -5.2891 -11.6019
C -1.9256 -4.4165 -11.0324
C -1.6972 -2.8219 -10.9810
O -0.4376 -2.2133 -10.4095
H -2.0744 -4.8432 -10.0405
H -2.8847 -4.5358 -11.5364
H -2.5355 -2.1823 -10.7052
H -1.7502 -2.4538 -12.0056
C -0.6952 3.3971 -6.1913
O -0.1257 3.2985 -7.5069
H 0.0586 3.3955 -5.4040
H -1.1976 4.3496 -6.0230
H -1.2623 2.5058 -5.9227
H -0.2570 2.3882 -7.7818
C -3.2366 4.6415 -13.9819
O -2.1054 3.9516 -13.4848
H -2.9252 5.1277 -14.9064
H -3.9887 3.8874 -14.2140
H -3.6899 5.4024 -13.3466
H -1.9455 4.2134 -12.5751
C -8.2824 -1.3000 -15.3332
O -9.1602 -2.1700 -14.5419
H -7.3607 -0.9344 -14.8805
H -8.0467 -1.7166 -16.3125
H -8.8418 -0.4086 -15.6174
H -10.0010 -2.3539 -14.9671
C -5.2897 -6.9947 -16.1645
O -3.9082 -6.6162 -16.0606
H -5.8973 -6.4803 -16.9090
H -5.3663 -8.0817 -16.1891
H -5.9160 -6.7156 -15.3171
H -3.7187 -6.6606 -15.1206
C -0.7555 -3.4642 -3.7944
O 0.1976 -3.1671 -4.8112
H -1.1416 -2.5601 -3.3238
H -1.6248 -3.9881 -4.1918
H -0.3255 -4.0552 -2.9857
H -0.1201 -2.4612 -5.3790
C -7.5004 0.6924 -6.7178
O -7.5863 2.0945 -7.1206
H -7.1954 0.0421 -7.5376
H -6.7975 0.7071 -5.8848
H -8.4185 0.2885 -6.2912
H -8.1049 2.2396 -7.9153
*
```

Atom charges from the natural (NBO) analysis, given in e for atoms 1 to 4:
1 Ba 1.43
2 Ba 1.03
3 Ba 1.79
4 Ba 1.92

5.
A structure of composition C8H28InN14O10, computed with ωB97M-V/def2-TZVPD.

Values from the calculation:
E_LUMO ... -9.550 eV
Highest occupied orbital energy ... -11.32 eV
Orbital gap ... 0.0649 Ha

```
! RIJCOSX wB97M-V def2-TZVPD def2/J DEFGRID3
* xyz 1 1
In -16.3454 7.0713 4.2243
C -14.6746 12.5115 4.4101
O -14.4062 11.8170 5.4313
O -14.5755 13.7865 4.4202
O -15.0686 11.9362 3.4150
C -14.6315 15.5795 -1.4594
O -14.2526 16.3072 -2.2952
N -15.8565 15.4142 -1.0576
N -13.7920 14.8235 -0.7347
H -15.9374 14.5368 -0.5640
H -16.6152 15.7364 -1.6413
H -14.1575 14.5578 0.1686
H -12.7938 14.8186 -0.8887
C -10.8546 12.9956 9.8164
O -10.0384 13.3114 10.6463
N -11.4529 11.8307 9.6919
N -11.3945 13.9130 9.0227
H -11.0653 11.0256 10.1627
H -11.9331 11.7246 8.8097
H -11.9283 13.7002 8.1921
H -10.8915 14.7790 8.8913
C -16.4831 19.4537 5.9659
O -16.6830 20.6345 6.1556
N -15.7710 18.7877 6.7258
N -17.1148 18.6651 5.0617
H -15.2504 19.3522 7.3819
H -15.6382 17.7869 6.6949
H -18.0494 18.8573 4.7305
H -16.7322 17.7308 5.0894
C -9.7457 17.4893 3.9761
O -8.6940 18.0905 4.0317
N -9.8507 16.2188 4.1230
N -10.9111 18.0554 4.0863
H -8.9807 15.7115 4.0470
H -10.7942 15.9670 4.3811
H -11.7094 17.4378 4.1224
H -10.8998 19.0453 4.2866
C -17.9401 12.4316 10.3306
O -18.9559 12.5556 10.9160
N -16.9875 11.5664 10.6826
N -17.5963 13.1529 9.3805
H -17.2365 11.0629 11.5220
H -16.1765 11.5182 10.0826
H -16.7942 13.0603 8.7737
H -18.2681 13.8569 9.1102
C -13.0162 9.5224 -1.9229
O -12.9740 8.8215 -2.9627
N -12.0089 9.6071 -1.1022
N -14.1342 10.0622 -1.4680
H -12.1065 10.1322 -0.2449
H -11.1967 9.1998 -1.5431
H -14.0889 10.6008 -0.6148
H -15.0355 10.1638 -1.9124
C -21.0606 12.0189 4.7146
O -20.5965 10.9721 5.0992
N -20.6055 12.8219 3.8179
N -22.2964 12.4372 5.0110
H -21.0975 13.6654 3.5599
H -19.6700 12.6244 3.4924
H -22.7984 11.9670 5.7506
H -22.5917 13.3701 4.7605
*
```

Atom charges from the natural (NBO) analysis, given in e for atoms 1 to 4:
1 In 1.00
2 C 0.88
3 O -0.30
4 O -0.27

6.
A structure of composition C8H28LiN2O5, computed with ωB97M-V/def2-TZVPD.

Values from the calculation:
E_LUMO (spin up / spin down) ... -5.597 / -11.318 eV
Highest occupied orbital energy (spin up / spin down) ... -15.74 / -15.74 eV
Orbital gap (spin up / spin down) ... 0.3726 / 0.1623 Ha
⟨S²⟩ ... 0.756

```
! RIJCOSX wB97M-V def2-TZVPD def2/J DEFGRID3
* xyz 2 2
Li -1.8099 -0.4739 -0.1721
O -1.3162 1.5417 -0.3734
H -1.1961 2.3551 0.1167
H -1.7377 1.8129 -1.1889
O -4.0884 -0.4972 0.0191
H -4.5763 0.3021 -0.1791
H -4.7565 -1.1234 0.2979
O -1.0798 -0.9168 1.7932
H -1.1130 -1.8540 1.9851
H -1.1237 -0.4945 2.6511
C 0.9274 -2.1565 -2.7397
C -0.2358 -1.4025 -2.2032
C -1.2147 -0.9284 -3.2306
O -2.1958 -0.0844 -2.5563
C -3.2613 0.1277 -3.3699
N -0.9212 -2.1296 -1.1310
H 1.8218 -2.3194 -2.1383
H 1.2419 -1.6641 -3.6599
H 0.6589 -3.1087 -3.1971
H 0.1103 -0.4718 -1.7536
H -1.6075 -1.8823 -3.5828
H -0.7149 -0.4062 -4.0465
H -3.8999 0.6386 -2.6493
H -3.7531 -0.7451 -3.7994
H -3.0052 0.7538 -4.2246
H -1.4599 -2.9312 -1.4265
H -0.2281 -2.7336 -0.7126
C 1.8089 0.7077 0.2868
C 2.7144 0.8915 1.4730
C 2.0618 1.4493 2.7882
O 2.9965 1.6172 3.8877
C 2.6052 2.5407 4.8506
N 3.3618 -0.3574 1.7262
H 1.4941 1.5657 -0.3071
H 0.9074 0.1300 0.4911
H 2.3924 0.2021 -0.4827
H 3.5147 1.6035 1.2716
H 1.3300 0.6937 3.0739
H 1.4258 2.3092 2.5779
H 1.6108 2.2891 5.2192
H 2.4862 3.5370 4.4248
H 3.3227 2.7171 5.6520
H 2.6380 -1.0152 1.9781
H 3.8640 -0.0895 2.5605
*
```

Atom charges from the natural (NBO) analysis, given in e for atoms 1 to 4:
1 Li 0.89
2 O -0.98
3 H 0.50
4 H 0.51

| no. | molecular weight (g mol⁻¹) |
| --- | --- |
| 1 | 437.2 |
| 2 | 348.4 |
| 3 | 625.9 |
| 4 | 801.6 |
| 5 | 595.2 |
| 6 | 239.3 |